[1]
Entry from OMol25: C24H43ClP2Tc as an isolated structure at a distorted geometry (ωB97M-V with the def2-TZVPD basis set).

Geometry as XYZ:
```
71
Properties=species:S:1:pos:R:3:forces:R:3
Tc -1.46574 -0.00411 -0.77107 1.573 -1.773 1.624
C -3.36262 0.98277 1.32855 0.058 0.391 -0.771
C -2.64958 1.54262 0.19496 -1.196 -0.331 1.192
C -4.21397 -0.01147 -0.56161 1.110 0.618 -0.439
C -4.26699 0.02088 0.85685 -0.368 0.203 -0.239
C -3.23336 0.96507 -1.01448 -1.863 -0.180 0.720
C -3.37593 1.56397 2.69113 0.498 -0.039 0.719
H -2.42291 2.04657 2.92769 -0.119 -0.037 0.013
H -3.57125 0.82483 3.48353 0.023 0.210 -0.360
H -4.15098 2.34693 2.77950 0.183 -0.306 -0.181
C -5.26612 -0.71155 1.69507 0.099 -0.290 0.304
H -4.96617 -0.69296 2.75232 -0.166 0.007 -0.333
H -5.35476 -1.76930 1.40524 0.008 0.342 -0.047
H -6.27446 -0.26295 1.62717 0.441 -0.098 -0.084
C -5.06251 -0.85606 -1.43063 -0.209 -0.511 -0.426
H -6.06363 -0.40332 -1.54540 0.344 -0.124 0.030
H -5.21569 -1.87548 -1.02695 0.124 0.525 -0.087
H -4.62803 -0.95332 -2.43810 -0.257 0.074 0.264
C -2.99689 1.49778 -2.37170 -0.255 0.503 -0.778
H -3.74763 2.27667 -2.55956 0.269 0.007 -0.372
H -3.05550 0.73326 -3.16508 -0.106 0.312 0.276
H -1.99870 1.97225 -2.41486 -0.362 0.010 -0.229
C -1.92378 2.82545 0.26428 0.465 0.627 0.157
H -2.68005 3.63007 0.24166 0.383 -0.056 -0.048
H -1.25229 2.95616 -0.59232 -0.118 0.237 0.139
H -1.32775 2.92659 1.19033 -0.355 -0.036 -0.498
C 0.32265 -1.35967 2.23676 -0.712 0.604 -1.533
C 0.30190 -0.05405 2.53644 -1.404 0.155 -1.718
C 0.98869 1.12052 1.85879 0.403 1.092 1.561
C 1.17199 1.27346 0.32740 0.621 1.037 -0.081
C 0.60856 0.30820 -0.69819 -0.283 0.423 -1.070
C 1.35054 -1.02594 -1.12671 -2.981 0.646 -0.298
C 1.41848 -2.22354 -0.14182 0.584 -0.218 0.650
C 1.31791 -2.16012 1.44893 1.279 -0.850 0.198
H 1.95684 1.27002 2.38625 -0.351 0.095 -0.574
H 2.25314 1.46147 0.11339 -0.861 -0.164 0.200
H 0.41119 2.02862 2.17820 0.371 -0.767 -0.159
H 2.33297 -1.93904 1.85956 -1.261 -0.505 -0.319
H -0.61964 -1.88876 2.35876 0.282 -0.159 1.044
H -0.60094 0.27556 3.06080 0.331 -0.242 0.188
H 1.09605 -3.22398 1.72884 0.364 0.755 -0.346
H 0.70753 -3.01828 -0.40344 -0.002 0.528 -0.425
H 0.75628 -1.41613 -1.98097 -0.129 0.174 0.289
H 2.38988 -2.65647 -0.37982 0.078 -0.539 0.430
H 0.78026 2.27468 0.05076 -0.271 -0.453 0.204
H 0.65224 0.88465 -1.65425 -0.180 0.016 0.357
P 3.46601 -0.16318 0.92564 1.461 -0.190 1.249
C 4.52280 -1.22573 1.99656 0.493 -0.337 -0.076
C 4.50508 1.33342 1.19330 0.223 0.210 -0.134
P 2.77860 -0.44122 -2.03232 2.605 -0.253 1.365
C 4.03470 -0.63142 -0.74995 1.090 -0.151 -0.929
C 2.92328 1.28434 -2.55760 -0.269 0.576 -0.555
C 3.39926 -1.44814 -3.38834 -0.110 -0.222 -0.510
H 4.27810 -2.29727 1.91304 0.150 0.375 0.029
H 4.35386 -0.91970 3.04738 0.090 -0.127 -0.496
H 5.58837 -1.07765 1.74246 -0.408 -0.205 0.268
H 5.55668 1.03606 1.05042 -0.302 0.353 0.087
H 4.36968 1.68256 2.22850 0.084 -0.092 -0.338
H 4.27072 2.16413 0.51432 0.041 -0.149 0.164
H 4.49519 -1.45620 -3.25876 -0.403 -0.058 -0.133
H 3.17519 -1.00906 -4.37783 -0.046 -0.310 0.478
H 3.02415 -2.48626 -3.32836 0.176 0.482 -0.057
H 4.33216 -1.69651 -0.78733 -0.013 0.430 0.151
H 4.89348 -0.02487 -1.07918 0.043 -0.374 0.172
H 2.53041 1.42240 -3.57963 0.047 -0.069 0.415
H 4.00761 1.51538 -2.59675 -0.517 -0.306 0.025
H 2.44913 2.02168 -1.89307 0.196 -0.422 -0.204
Cl -2.53693 -2.60560 0.33739 0.311 -0.079 -0.462
C -1.85141 -1.93602 -1.19736 -1.211 -1.076 0.099
H -1.00332 -2.58602 -1.44620 -0.181 0.426 -0.102
H -2.63203 -1.95771 -1.98253 0.364 -0.344 0.352
```
Forces are in eV/Å.

As for the spin multiplicity: 4. Its expectation value of S² is 3.9695. For the orbital gap (spin up / spin down), the calculation gives 0.220 / 0.239 Eh. The maximum force comes out at 3.06 eV/A. The value obtained for the calculated total energy is -58863.3885 eV. Its charge is +2. As for the relative energy (zero: lowest compared OMol25 entry of this formula, charge and spin): 16.8 kcal per mole.

The net atomic charges from Löwdin, expressed in e, are: 1.46, -0.16, -0.34, -0.22, -0.21, -0.46, -0.01, 0.08, 0.10, 0.12, -0.01, 0.09, 0.09, 0.12, -0.02, 0.12, 0.10, 0.09, -0.04, 0.12, 0.10, 0.08, -0.03, 0.13, 0.08, 0.08, -0.12, -0.09, -0.22, -0.31, -0.39, -0.44, -0.16, -0.20, 0.09, 0.03, 0.10, 0.03, 0.07, 0.09, 0.13, 0.10, 0.09, 0.09, 0.10, 0.06, 0.87, -0.25, -0.25, 0.90, -0.44, -0.15, -0.15, 0.05, 0.07, 0.06, 0.05, 0.06, 0.05, 0.08, 0.08, 0.08, 0.08, 0.08, 0.08, 0.09, 0.06, 0.60, -0.64, 0.01, 0.03

[2]
Entry from OMol25: C24H43CoN2OP3 as an isolated structure at a distorted geometry (ωB97M-V with the def2-TZVPD basis set).

Geometry as XYZ:
```
74
Properties=species:S:1:pos:R:3:forces:R:3
Co 0.23114 -1.17982 -0.47407 -4.313 1.034 -0.033
P -1.48294 -1.47722 0.96971 -1.971 -0.943 2.200
P 1.44794 -0.11767 0.78142 2.295 2.812 2.399
P -0.03967 -2.98745 -1.43615 0.013 -3.894 -2.325
H -0.56447 1.49277 -1.35650 -0.506 -0.001 -0.285
C -1.21270 0.72013 -1.79339 -0.107 0.077 0.238
C -2.49631 0.55540 -1.41078 1.229 -0.116 -0.215
H -2.97045 1.22432 -0.70256 0.060 -0.112 0.032
C -2.31406 -0.06805 1.76465 0.337 0.607 0.155
C -0.83327 -2.42166 2.41554 0.239 -0.019 -0.104
C -2.98393 -2.49734 0.61163 0.085 -0.059 -0.580
C 1.95400 1.44768 -0.00469 0.305 -0.108 -0.229
C 1.06779 0.50723 2.44341 -0.086 -0.484 0.234
C 2.89864 -1.16795 0.93742 0.315 -0.097 -0.008
C -1.60473 -3.15210 -2.36219 -0.202 0.178 0.045
C 0.04214 -4.40734 -0.29852 -0.016 0.079 0.014
C 1.18412 -3.45869 -2.69703 0.203 0.240 -0.044
H -0.77202 0.19335 -2.64619 -0.358 -0.107 0.332
H -3.06638 -0.28818 -1.78243 -0.256 0.311 -0.273
H -3.20345 0.22605 1.20462 0.063 -0.172 0.061
H -1.66182 0.81403 1.81960 -0.187 -0.113 0.023
H -2.61672 -0.32455 2.79384 0.121 -0.148 -0.417
H -0.44298 -1.73940 3.17518 -0.135 -0.244 -0.144
H -0.03737 -3.11051 2.11180 -0.151 0.087 0.200
H -1.64942 -3.00401 2.86202 0.190 0.160 -0.117
H -3.53460 -2.05941 -0.23068 0.050 -0.190 0.189
H -3.64811 -2.49758 1.48996 0.388 0.171 -0.171
H -2.73743 -3.54007 0.37940 -0.101 0.288 0.064
H 2.97349 1.63901 0.35487 -0.188 0.328 -0.202
H 1.27882 2.25212 0.30732 0.127 -0.136 0.095
H 1.92633 1.38172 -1.10051 0.102 0.283 0.467
H 2.01256 0.92284 2.82552 -0.238 -0.097 -0.033
H 0.71337 -0.28257 3.12071 0.330 0.384 -0.219
H 0.31479 1.30928 2.36856 0.198 -0.115 -0.061
H 3.71108 -0.53510 1.30151 0.170 -0.299 0.105
H 3.16345 -1.60469 -0.03521 0.106 0.041 0.305
H 2.67833 -1.97033 1.65565 0.214 0.177 -0.170
H -1.41853 -3.81041 -3.21775 -0.087 0.117 0.159
H -1.94044 -2.17652 -2.72916 0.010 -0.200 -0.025
H -2.39071 -3.58939 -1.73955 0.175 0.120 -0.180
H 0.25310 -5.29647 -0.89922 -0.060 0.021 0.149
H -0.89843 -4.54788 0.24075 0.246 -0.008 -0.035
H 0.86002 -4.25250 0.41141 -0.089 -0.198 -0.067
H 0.84088 -4.38190 -3.18338 0.234 0.233 0.081
H 2.15013 -3.62976 -2.20061 -0.161 0.002 -0.279
H 1.27470 -2.63894 -3.42703 -0.018 -0.625 0.223
C 2.52391 -0.15197 -3.46380 -1.211 0.211 1.364
C 3.62960 0.59525 -3.01269 1.458 0.503 -0.371
C 4.66816 0.87689 -3.90476 -0.564 0.497 2.204
C 4.69035 0.35711 -5.20448 0.062 -0.121 -0.390
C 3.58621 -0.38818 -5.64154 -1.505 -0.774 -0.089
C 2.48728 -0.58341 -4.80180 0.506 -0.428 -1.941
O 1.40249 -0.40987 -2.72177 1.660 -0.093 0.445
H 1.44029 -0.47508 -1.63787 1.092 0.769 -2.970
H 3.64564 0.98282 -1.99903 0.165 -0.040 -0.265
H 5.47606 1.53300 -3.57063 -0.210 -0.310 -0.087
H 5.54502 0.55012 -5.85651 -0.292 -0.087 0.142
H 3.57861 -0.81174 -6.65505 -0.086 0.274 0.505
H 1.58919 -1.08823 -5.16542 0.355 0.094 0.069
N -2.13320 4.69976 1.47240 0.103 0.234 0.002
C -1.48299 3.59517 1.00768 -0.127 0.457 1.916
N -1.03650 2.86289 2.02169 0.614 -0.418 -1.483
C -1.39335 3.49665 3.19445 -0.898 0.732 -0.213
C -1.35298 3.04160 4.51606 -0.173 0.203 0.215
C -2.07684 3.75797 5.47944 0.537 -0.274 -0.440
C -2.79143 4.92482 5.13766 0.061 0.296 -0.873
C -2.81602 5.39555 3.80940 -0.067 0.314 0.932
C -2.09596 4.67776 2.87203 -0.186 -1.069 -0.558
H -2.58631 5.40965 0.91055 0.143 -0.164 0.115
H -1.38032 3.39106 -0.05250 0.037 0.010 0.220
H -0.78259 2.13612 4.72929 -0.279 0.213 0.263
H -2.08775 3.41250 6.51476 0.033 0.127 -0.342
H -3.33666 5.45936 5.91862 0.161 -0.164 -0.345
H -3.36579 6.28192 3.48490 0.038 -0.257 0.425
```
Forces are in eV/Å.

As for the spin multiplicity: 5. Its expectation value of S² is 6.0374. For the orbital gap (spin up / spin down), the calculation gives 0.220 / 0.077 Eh. The maximum force comes out at 4.54 eV/A. The value obtained for the calculated total energy is -96077.4017 eV. Its charge is +3. As for the relative energy (zero: lowest compared OMol25 entry of this formula, charge and spin): 31.2 kcal per mole.

The net atomic charges from Löwdin, expressed in e, are: 0.12, 0.79, 0.71, 0.73, 0.05, -0.09, 0.00, 0.07, -0.23, -0.21, -0.22, -0.20, -0.20, -0.20, -0.18, -0.20, -0.21, 0.05, 0.07, 0.05, 0.00, 0.09, 0.04, 0.03, 0.08, 0.05, 0.08, 0.04, 0.08, 0.06, 0.01, 0.09, 0.04, 0.01, 0.07, 0.05, 0.07, 0.07, 0.05, 0.05, 0.08, 0.05, 0.05, 0.08, 0.07, 0.02, -0.22, 0.05, 0.03, 0.07, 0.03, 0.06, -0.04, 0.05, 0.11, 0.15, 0.16, 0.15, 0.15, 0.12, -0.16, 0.03, -0.25, -0.02, -0.06, -0.05, 0.00, -0.19, 0.17, 0.11, 0.10, 0.11, 0.12, 0.12